The following is a quantum chemistry calculation of a molecular structure, C12H18I2LaO4SY at a distorted geometry, from OMol25.

Atoms and positions in Å:
H  4.362  1.796  -2.173
C  2.033  1.528  -3.560
C  -1.445  0.380  1.544
La  1.066  0.120  1.522
H  1.261  0.964  -4.077
H  -4.881  0.672  2.023
H  1.656  2.532  -3.363
C  0.187  -2.229  -0.444
H  -0.963  0.271  2.562
H  2.916  1.606  -4.201
C  3.484  1.656  -1.522
O  0.941  -3.091  -0.699
H  -2.854  -0.634  3.797
H  3.105  2.652  -1.268
H  -3.551  1.651  2.694
C  -1.545  -2.752  0.079
O  3.426  -2.429  0.931
C  -3.873  1.052  1.832
C  -2.930  -0.135  1.658
S  0.804  0.917  -1.064
H  -1.408  1.480  1.274
C  -3.037  -1.137  2.836
C  2.689  -1.569  1.078
O  0.318  -3.229  2.614
Y  -1.403  -0.442  -0.694
I  -2.516  3.676  -1.130
O  -1.886  -3.810  0.507
C  2.842  -0.554  -2.468
H  -3.231  -0.725  0.713
H  -3.881  1.672  0.927
H  3.828  1.193  -0.582
C  2.407  0.868  -2.256
H  2.104  -1.143  -3.002
I  -0.879  4.552  0.669
H  -2.376  -2.006  2.750
H  3.069  -1.131  -1.571
H  3.743  -0.582  -3.083
H  -4.055  -1.522  2.867
C  0.473  -2.116  2.281

Electronic energy: -1830.74032 hartree
Max |F|: 0.218 hartree/bohr
HOMO level: -19.98 eV
Total charge: +4
Energy above the lowest of the compared OMol25 structures with the same formula, charge and spin: 261.6 kJ/mol
LUMO: -16.9 eV